C14H10Cl2N2O | the ωB97M-V functional and the def2-TZVPD basis

Last column: natural (NBO) charge in e.
Element x y z (Å)
Cl  -0.951  3.327  -5.359  0.004
Cl  0.946  -3.165  4.879  -0.001
O  0.446  1.460  1.478  -0.338
N  0.236  -1.475  -0.625  -0.433
N  0.318  0.240  0.868  -0.115
C  -0.608  2.393  -3.916  -0.038
C  0.076  -0.174  -0.518  0.389
C  0.942  -2.679  3.196  -0.034
C  0.397  -1.981  0.609  0.050
C  -0.974  2.834  -2.581  -0.214
C  0.782  -1.272  2.864  -0.277
C  0.949  -3.657  2.223  -0.260
C  0.151  0.361  -2.916  -0.129
C  -0.893  1.910  -1.471  -0.176
C  -0.122  1.136  -4.111  -0.233
C  -0.685  1.758  2.237  -0.288
C  0.578  -3.303  0.877  -0.165
C  0.448  -0.964  1.545  0.150
C  -0.247  0.736  -1.657  -0.136
H  0.243  0.655  -5.056  0.243
H  0.603  -4.119  0.089  0.236
H  -0.934  2.895  2.155  0.193
H  0.836  -0.536  3.670  0.232
H  -0.328  1.787  3.290  0.198
H  -1.518  1.114  1.890  0.212
H  -0.995  2.167  -0.423  0.223
H  0.709  -0.569  -3.080  0.235
H  -1.310  3.893  -2.542  0.236
H  0.906  -4.770  2.385  0.236

Calculated values
* strongest force on any atom: 0.071 Eh/bohr
* HOMO: -0.310 Ha
* orbital gap: 8.465 eV
* electronic energy: -1644.52351 a.u.
* structure (SMILES): COn1c(-c2ccc(Cl)cc2)nc2ccc(Cl)cc21
* E_LUMO: 0.0 eV